No. 1
Density functional theory data (ωB97M-V/def2-TZVPD) for a structure of composition C43H52As2N2O4P2Se2V.

Results
HOMO-LUMO gap (spin up / spin down) = 7.17 / 7.42 eV
Net charge = +1
E = -353239.2527 eV
Energy relative to the best compared isomer or geometry (same formula, charge and spin) = 0.0 kcal/mol
<S²> = 2.0792
Multiplicity = 3
F_max = 1.6 eV/A
E_LUMO (spin up / spin down) = -2.100 / -1.970 eV

```
108
C43H52As2N2O4P2Se2V | the Open Molecules 2025 dataset | ωB97M-V/def2-TZVPD
V 0.158 -0.864 -0.787
O 1.754 -0.069 0.752
P 1.963 0.639 2.052
C 0.515 0.463 3.106
P -0.948 1.011 2.215
O -0.815 0.798 0.726
C -2.320 0.125 2.942
C -3.524 0.153 2.238
C -4.630 -0.526 2.723
C -4.544 -1.228 3.920
C -3.357 -1.242 4.638
C -2.245 -0.565 4.150
C -1.174 2.731 2.636
C -1.120 3.686 1.628
C -1.275 5.031 1.941
C -1.481 5.417 3.256
C -1.545 4.463 4.268
C -1.399 3.121 3.958
C 2.230 2.379 1.772
C 2.392 3.284 2.822
C 2.576 4.630 2.553
C 2.621 5.070 1.233
C 2.481 4.170 0.186
C 2.278 2.820 0.450
C 3.346 0.000 2.970
C 4.518 -0.254 2.247
C 5.629 -0.766 2.897
C 5.579 -1.026 4.263
C 4.420 -0.780 4.983
C 3.300 -0.270 4.336
H 0.610 1.022 4.039
H 0.425 -0.606 3.322
H -3.588 0.709 1.314
H -5.564 -0.505 2.173
H -5.407 -1.759 4.298
H -3.295 -1.784 5.573
H -1.320 -0.598 4.713
H -0.951 3.370 0.610
H -1.231 5.775 1.155
H -1.598 6.466 3.498
H -1.723 4.768 5.291
H -1.476 2.381 4.749
H 2.379 2.943 3.853
H 2.695 5.335 3.365
H 2.774 6.121 1.023
H 2.536 4.519 -0.838
H 2.175 2.097 -0.351
H 4.552 -0.068 1.180
H 6.535 -0.964 2.339
H 6.450 -1.426 4.766
H 4.385 -0.986 6.045
H 2.398 -0.087 4.907
C -1.179 2.583 -1.898
As -0.285 0.967 -2.507
C 1.043 1.783 -3.631
C -1.589 0.266 -3.769
C -1.416 0.419 -5.139
C -2.315 -0.159 -6.028
C -3.393 -0.881 -5.540
C -3.576 -1.022 -4.168
C -2.673 -0.465 -3.272
As -2.918 -0.597 -1.329
C -4.455 0.619 -1.294
C -3.901 -2.256 -1.113
H -1.634 3.083 -2.750
H -0.426 3.234 -1.454
H -1.922 2.341 -1.144
H 0.562 2.351 -4.422
H 1.717 1.040 -4.042
H 1.616 2.460 -2.999
H -0.574 0.971 -5.532
H -2.165 -0.047 -7.094
H -4.092 -1.340 -6.229
H -4.428 -1.586 -3.810
H -5.180 0.262 -2.023
H -4.132 1.620 -1.573
H -4.923 0.652 -0.313
H -4.726 -2.328 -1.819
H -4.311 -2.252 -0.102
H -3.233 -3.102 -1.243
O 1.561 -5.264 -3.635
C 2.313 -4.139 -3.158
C 1.857 -2.905 -3.915
C 2.220 -3.054 -5.406
O 1.502 -4.054 -6.102
C 2.650 -1.695 -3.423
Se 2.520 -1.059 -1.567
C 0.352 -2.660 -3.835
Se -0.375 -2.801 -2.037
H 1.721 -6.018 -3.062
H 3.377 -4.292 -3.366
H 2.181 -4.005 -2.084
H 3.303 -3.220 -5.479
H 1.998 -2.114 -5.916
H 1.509 -4.851 -5.554
H 2.407 -0.854 -4.071
H 3.719 -1.878 -3.550
H -0.185 -3.388 -4.435
H 0.120 -1.673 -4.233
N 1.236 -2.848 1.189
C 1.051 -3.603 2.274
C -0.278 -3.486 2.634
C -0.821 -2.610 1.686
N 0.113 -2.219 0.820
H 2.070 -2.644 0.643
H 1.864 -4.173 2.695
H -0.783 -3.980 3.445
H -1.834 -2.252 1.581
```

---

No. 2
Density functional theory data (ωB97M-V/def2-TZVPD) for a structure of composition C43H52BFMnN9O5S2.

Results
HOMO-LUMO gap (spin up / spin down) = 6.28 / 6.41 eV
Net charge = -1
E = -125478.4814 eV
Energy relative to the best compared isomer or geometry (same formula, charge and spin) = 0.0 kcal/mol
<S²> = 8.7556
Multiplicity = 6
F_max = 0.3 eV/A
E_LUMO (spin up / spin down) = 2.459 / 2.458 eV

```
114
C43H52BFMnN9O5S2 | the Open Molecules 2025 dataset | ωB97M-V/def2-TZVPD
Mn 0.828 -0.389 0.359
C 5.490 -1.702 0.781
N 5.182 -0.323 1.098
C 5.806 0.445 2.061
C 5.192 1.646 2.043
N 4.202 1.616 1.085
B 3.206 2.787 0.875
N 2.278 2.908 2.145
C 1.901 4.139 2.645
C 1.012 3.943 3.643
N 0.855 2.582 3.762
C -0.131 1.907 4.582
C 1.624 1.954 2.837
S 1.713 0.248 2.719
C 4.188 0.395 0.519
S 3.187 -0.203 -0.734
H 6.368 -1.996 1.353
H 5.687 -1.808 -0.284
H 4.652 -2.345 1.041
H 6.620 0.068 2.654
H 5.369 2.529 2.633
H 3.835 3.827 0.832
H 2.545 2.605 -0.113
H 2.322 5.048 2.252
H 0.477 4.639 4.267
H -0.623 2.652 5.205
H 0.349 1.155 5.205
H -0.860 1.424 3.933
C -4.736 -3.798 -0.503
C -3.839 -2.707 0.028
C -4.346 -1.439 0.273
C -3.491 -0.444 0.766
C -4.007 0.956 0.982
C -2.168 -0.739 1.011
C -1.586 -2.009 0.726
C -2.490 -2.986 0.240
N -0.234 -2.121 0.891
C 0.432 -3.420 0.883
C -0.215 -4.454 1.831
C 0.574 -5.767 1.833
C 1.985 -5.513 2.365
C 2.675 -4.489 1.464
C 2.788 -5.055 0.045
C 1.382 -5.317 -0.502
C 0.660 -6.320 0.405
C 0.592 -4.004 -0.536
C 1.855 -3.195 1.430
H -5.755 -3.435 -0.647
H -4.775 -4.647 0.184
H -4.374 -4.176 -1.463
H -5.396 -1.223 0.097
H -5.040 0.947 1.340
H -3.988 1.516 0.042
H -3.385 1.501 1.692
H -1.539 0.036 1.435
H -2.148 -3.975 -0.023
H -1.249 -4.654 1.560
H -0.234 -4.016 2.835
H 0.066 -6.494 2.476
H 2.561 -6.446 2.387
H 1.931 -5.135 3.391
H 3.674 -4.279 1.860
H 3.372 -5.983 0.054
H 3.310 -4.341 -0.601
H 1.453 -5.724 -1.515
H 1.194 -7.278 0.406
H -0.348 -6.511 0.019
H -0.378 -4.169 -1.008
H 1.106 -3.256 -1.151
H 2.363 -2.465 0.790
H 1.783 -2.756 2.429
C -2.349 2.386 -4.101
N -1.912 1.009 -3.891
N -0.649 0.849 -3.321
C -0.646 -0.234 -2.455
O 0.381 -0.680 -1.936
C -2.016 -0.674 -2.403
C -2.732 0.123 -3.225
C -4.207 0.176 -3.413
C 0.494 1.465 -3.884
C 0.620 1.599 -5.262
C 1.750 2.214 -5.783
C 2.753 2.664 -4.934
C 2.622 2.511 -3.561
C 1.484 1.925 -3.025
H -1.574 2.924 -4.641
H -2.582 2.889 -3.160
H -3.240 2.363 -4.727
H -2.386 -1.492 -1.805
H -4.661 -0.665 -2.894
H -4.485 0.145 -4.469
H -4.609 1.097 -2.981
H -0.159 1.216 -5.909
H 1.853 2.326 -6.855
H 3.639 3.131 -5.347
H 3.403 2.843 -2.888
H 1.360 1.807 -1.957
F -1.944 6.651 2.970
C -2.325 5.969 1.879
C -1.455 5.222 1.197
N -1.803 4.530 0.062
C -0.836 3.586 -0.493
C -0.663 2.356 0.410
O -1.077 2.416 1.570
O -0.038 1.417 -0.163
C -3.110 4.476 -0.358
O -3.504 3.802 -1.293
N -3.980 5.270 0.369
C -3.722 6.039 1.500
O -4.595 6.675 2.050
H -0.428 5.111 1.515
H 0.129 4.087 -0.595
H -1.170 3.277 -1.478
H -4.942 5.232 0.068
```